Density functional theory data (ωB97M-V/def2-TZVPD) for a cluster of 12 separate species, C17H15BrCl44N3 in total.

Structure (XYZ):
```
80
Properties=species:S:1:pos:R:3:lowdin_charge:R:1
C 3.208 -0.327 -6.655 -0.106
C 1.968 -1.195 -6.483 -0.298
N 1.404 -1.693 -7.745 -0.015
C 0.129 -1.155 -8.161 -0.358
C 0.028 0.383 -8.320 -0.084
N -0.677 1.179 -7.237 -0.418
Br 0.521 2.019 -6.020 0.930
C -1.790 0.451 -6.523 -0.195
C -1.451 -0.983 -6.215 -0.198
N -0.972 -1.695 -7.383 0.015
H 4.071 -0.939 -6.921 0.082
H 3.082 0.429 -7.435 0.059
H 3.445 0.192 -5.726 0.037
H 1.199 -0.658 -5.926 0.037
H 2.235 -2.045 -5.854 0.072
H 2.085 -1.614 -8.491 0.118
H -0.009 -1.515 -9.185 0.149
H -0.525 0.619 -9.231 0.127
H 1.023 0.807 -8.417 0.103
H -1.109 1.981 -7.700 0.021
H -1.973 0.997 -5.601 0.045
H -2.674 0.554 -7.154 0.137
H -0.798 -1.036 -5.334 0.110
H -2.401 -1.435 -5.920 0.138
H -0.707 -2.640 -7.130 0.132
C 3.476 -1.551 -2.596 -2.037
Cl 4.029 0.113 -2.836 0.533
Cl 1.713 -1.611 -2.798 0.517
Cl 4.235 -2.605 -3.795 0.554
Cl 3.890 -2.087 -0.977 0.528
C -2.502 4.257 -4.591 -2.016
Cl -2.728 3.713 -6.277 0.505
Cl -3.975 5.011 -4.026 0.579
Cl -2.109 2.853 -3.584 0.508
Cl -1.164 5.402 -4.542 0.552
C -4.883 2.726 -0.177 -2.051
Cl -5.032 1.951 -1.767 0.487
Cl -3.469 3.789 -0.182 0.510
Cl -6.331 3.675 0.146 0.545
Cl -4.680 1.486 1.054 0.512
C 4.065 -4.455 3.172 -2.053
Cl 5.391 -4.927 4.226 0.526
Cl 2.831 -3.610 4.109 0.520
Cl 4.683 -3.371 1.910 0.485
Cl 3.359 -5.884 2.414 0.533
C -5.291 -1.023 4.426 -2.051
Cl -5.241 0.744 4.411 0.509
Cl -6.961 -1.563 4.602 0.538
Cl -4.635 -1.633 2.896 0.503
Cl -4.316 -1.634 5.758 0.512
C -1.469 -4.010 7.163 -2.055
Cl -3.085 -4.720 7.132 0.522
Cl -1.551 -2.395 7.872 0.490
Cl -0.393 -5.023 8.125 0.535
Cl -0.849 -3.893 5.510 0.509
C 8.864 -3.152 6.104 -2.068
Cl 7.363 -2.269 5.812 0.502
Cl 9.511 -3.727 4.563 0.517
Cl 10.037 -2.090 6.880 0.530
Cl 8.531 -4.536 7.151 0.520
C -0.971 0.761 10.299 -2.045
Cl -0.353 2.075 11.299 0.518
Cl -2.732 0.851 10.187 0.515
Cl -0.286 0.893 8.671 0.500
Cl -0.509 -0.786 11.009 0.508
C -3.841 4.856 11.086 -2.060
Cl -2.649 4.427 9.857 0.498
Cl -3.352 4.174 12.640 0.518
Cl -3.952 6.612 11.219 0.530
Cl -5.416 4.197 10.627 0.519
C -2.632 4.466 -10.618 -2.044
Cl -2.001 5.828 -9.697 0.547
Cl -4.224 4.841 -11.249 0.573
Cl -1.533 4.058 -11.928 0.553
Cl -2.772 3.054 -9.522 0.478
C 3.503 -1.034 11.027 -2.061
Cl 2.690 -0.744 12.565 0.515
Cl 5.237 -1.218 11.294 0.531
Cl 2.857 -2.506 10.289 0.509
Cl 3.211 0.335 9.948 0.509
```

Properties
Gap between HOMO and LUMO (hartree): 0.2800
LUMO level (Eh): -0.162
Spin multiplicity: 1
Charge: +1
E (eV): -643360.79462
E_HOMO (eV): -12.017

Density functional theory data (ωB97M-V/def2-TZVPD) for the molecule C3H4N4O at a distorted geometry.

Structure (XYZ):
```
12
Properties=species:S:1:pos:R:3:nbo_charge:R:1
H 2.887 -1.543 0.128 0.345
N 2.958 -0.429 0.224 -0.562
C 1.704 -0.099 -0.115 0.494
N 1.552 1.369 -0.226 -0.165
N 0.636 2.071 -0.006 0.208
O -0.690 1.314 0.205 -0.440
C -0.518 0.004 -0.146 0.625
C -1.980 -0.449 0.034 -0.680
N 0.516 -0.601 -0.187 -0.572
H -2.195 -1.682 -0.340 0.231
H -2.259 -0.353 1.135 0.257
H -2.611 0.400 -0.707 0.257
```

Properties
SMILES: [H]/N=c1/nnoc(C)n1
Gap between HOMO and LUMO (hartree): 0.3410
LUMO level (Eh): -0.014
Spin multiplicity: 1
Relative energy (zero: lowest compared OMol25 entry of this formula, charge and spin) (eV): 5.725
E (eV): -11178.24365
E_HOMO (eV): -9.658

Density functional theory data (ωB97M-V/def2-TZVPD) for a cluster of 2 separate species, CH2FOPS in total at a distorted geometry.

Structure (XYZ):
```
7
Properties=species:S:1:pos:R:3:nbo_charge:R:1
C 0.005 -0.647 0.047 -0.912
O -3.142 -0.401 0.719 -0.764
F -4.694 0.885 -0.850 -0.492
P -0.773 -1.899 -0.607 0.487
S -4.574 0.000 0.505 1.242
H -0.650 -0.012 0.601 0.231
H 0.990 -0.480 0.017 0.209
```

Properties
Gap between HOMO and LUMO (alpha / beta) (hartree): 0.3452 / 0.2255
LUMO level (alpha / beta) (Eh): -0.012 / -0.060
Spin multiplicity: 1
Relative energy (zero: lowest compared OMol25 entry of this formula, charge and spin) (eV): 3.733
E (eV): -25954.77706
E_HOMO (alpha / beta) (eV): -9.724 / -7.774

Density functional theory data (ωB97M-V/def2-TZVPD) for a cluster of 5 separate species, C16H42F3N3O6 in total at a distorted geometry.

Structure (XYZ):
```
70
Properties=species:S:1:pos:R:3:nbo_charge:R:1
O -6.352 -18.576 -17.778 -0.840
H -6.832 -18.479 -16.952 0.557
H -5.902 -17.772 -18.049 0.522
H -5.678 -19.255 -17.700 0.533
C -8.564 -18.319 -15.052 0.301
O -9.058 -18.136 -16.445 -0.581
O -7.206 -18.628 -15.160 -0.924
C -9.118 -17.201 -14.135 0.919
F -10.330 -17.512 -13.675 -0.339
F -8.341 -16.766 -13.114 -0.325
F -9.356 -16.142 -14.893 -0.334
C -10.411 -18.604 -16.694 -0.076
C -10.711 -18.187 -18.102 -0.628
H -11.028 -17.170 -18.337 0.205
H -9.874 -18.393 -18.768 0.217
H -11.623 -18.689 -18.424 0.193
H -11.216 -18.212 -16.073 0.175
H -10.458 -19.693 -16.682 0.155
H -9.070 -19.243 -14.772 0.099
C -2.624 -20.794 -18.023 -0.723
C -3.829 -21.548 -17.392 -0.089
C -3.360 -22.449 -16.284 -0.093
O -2.416 -21.759 -15.408 -0.567
C -1.692 -22.614 -14.505 -0.249
N -4.833 -20.643 -16.952 -0.877
H -1.924 -21.567 -18.342 0.194
H -2.139 -20.107 -17.330 0.215
H -2.883 -20.165 -18.875 0.213
H -4.290 -22.073 -18.229 0.190
H -2.885 -23.261 -16.835 0.168
H -4.186 -22.836 -15.687 0.168
H -0.969 -22.119 -13.857 0.194
H -1.115 -23.289 -15.137 0.162
H -2.450 -23.195 -13.980 0.162
H -4.469 -20.364 -16.052 0.369
H -5.683 -21.168 -16.803 0.408
C -4.525 -14.779 -20.071 -0.787
C -5.244 -16.129 -19.794 -0.107
C -4.438 -17.294 -20.474 -0.306
O -5.231 -18.458 -20.268 -0.573
C -4.852 -19.586 -21.038 -0.400
N -5.216 -16.304 -18.333 -0.845
H -4.780 -13.966 -19.392 0.199
H -4.711 -14.537 -21.117 0.208
H -3.451 -14.939 -19.973 0.195
H -6.286 -16.196 -20.106 0.193
H -3.444 -17.290 -20.028 0.151
H -4.323 -17.077 -21.536 0.168
H -5.192 -19.485 -22.068 0.158
H -5.374 -20.460 -20.648 0.182
H -3.784 -19.767 -21.154 0.170
H -4.235 -16.201 -18.114 0.354
H -5.598 -15.446 -17.962 0.365
C -7.855 -23.729 -15.876 -0.615
C -7.945 -22.310 -15.348 -0.067
C -6.993 -22.088 -14.134 -0.061
O -7.259 -22.933 -13.007 -0.557
C -6.250 -22.877 -12.004 -0.263
N -7.633 -21.488 -16.470 -0.851
H -8.270 -24.453 -15.174 0.215
H -6.826 -23.995 -16.118 0.204
H -8.383 -23.818 -16.825 0.194
H -8.954 -22.024 -15.050 0.165
H -7.010 -21.041 -13.831 0.203
H -5.978 -22.297 -14.471 0.148
H -6.530 -22.033 -11.374 0.180
H -5.223 -23.019 -12.340 0.177
H -6.504 -23.629 -11.258 0.181
H -7.883 -20.527 -16.283 0.396
H -8.288 -21.754 -17.191 0.352
```

Properties
Gap between HOMO and LUMO (alpha / beta) (hartree): 0.0666 / 0.2994
<S²>: 0.750
LUMO level (alpha / beta) (Eh): 0.094 / 0.092
Spin multiplicity: 2
Charge: -1
E (eV): -42176.30933
E_HOMO (alpha / beta) (eV): 0.755 / -5.644

Density functional theory data (ωB97M-V/def2-TZVPD) for the molecule H2NO3PS3 at a distorted geometry.

Structure (XYZ):
```
10
Properties=species:S:1:pos:R:3:nbo_charge:R:1
N 0.731 -1.408 -0.139 -1.094
O 4.299 -0.001 0.647 -0.899
O 3.633 1.322 -1.340 -0.906
O -1.634 -1.260 0.228 -0.961
P -0.497 -0.320 -0.248 1.586
S 2.313 -1.485 -0.701 0.306
S -0.706 1.552 0.486 -0.438
S 3.104 0.406 -0.006 1.381
H -1.391 -2.132 0.302 0.517
H 3.077 2.110 -1.579 0.508
```

Properties
Gap between HOMO and LUMO (alpha / beta) (hartree): 0.2462 / 0.2460
LUMO level (alpha / beta) (Eh): -0.082 / -0.082
Spin multiplicity: 1
Relative energy (zero: lowest compared OMol25 entry of this formula, charge and spin) (eV): 1.247
E (eV): -49457.63063
E_HOMO (alpha / beta) (eV): -8.933 / -8.929

Density functional theory data (ωB97M-V/def2-TZVPD) for a cluster of 2 separate species, C3H6N2O in total.

Structure (XYZ):
```
12
Properties=species:S:1:pos:R:3:nbo_charge:R:1
C 1.042 -0.348 0.170 0.308
N -2.296 0.202 -0.055 -0.506
C -0.238 -0.527 0.515 -0.264
C 2.245 -0.753 -0.151 -0.560
O 0.553 1.583 -0.570 -0.885
N -1.114 0.521 0.384 0.018
H 0.375 2.244 0.113 0.437
H -2.470 -0.630 -0.613 0.371
H -2.993 0.931 -0.044 0.393
H -0.612 -1.454 0.945 0.219
H 3.118 -0.170 0.119 0.237
H 2.390 -1.600 -0.813 0.233
```

Properties
Gap between HOMO and LUMO (alpha / beta) (hartree): 0.2628 / 0.2623
LUMO level (alpha / beta) (Eh): -0.022 / -0.023
Spin multiplicity: 1
Relative energy (zero: lowest compared OMol25 entry of this formula, charge and spin) (eV): 7.244
E (eV): -8229.45483
E_HOMO (alpha / beta) (eV): -7.761 / -7.753